No. 1
{
  "formula": "C3H3CdO3",
  "method": "ωB97M-V/def2-TZVPD",
  "symbols": ["O", "O", "C", "O", "C", "H", "C", "H", "H", "Cd"],
  "xyz": [[-0.21253, 1.77933, 0.55419], [1.71504, 0.03751, -1.58135], [1.01605, -0.56358, -0.70888], [0.04035, -1.26949, -1.15022], [-0.82989, -0.51691, 0.01059], [-1.06062, -1.33982, 0.71024], [-0.65006, 0.69392, 0.87381], [-0.76464, 0.46878, 1.95487], [-1.76024, -0.35459, -0.55497], [2.50654, 1.06484, -0.10827]],
  "e_tot_ev": -13852.8421,
  "e_lumo_ev": [-7.71, -7.72],
  "total_charge": 1,
  "orbital_gap_ha": [0.205, 0.217],
  "relative_energy_kcal_mol": 73.0
}

No. 2
{
  "formula": "C3H3Cl2F",
  "method": "ωB97M-V/def2-TZVPD",
  "symbols": ["F", "C", "Cl", "C", "C", "Cl", "H", "H", "H"],
  "xyz": [[1.80418, -0.23541, -0.94797], [0.65384, 0.26900, -0.29362], [1.02414, 2.03163, -0.11067], [0.06425, -0.45837, 0.80215], [-0.74570, -0.19407, -0.51503], [-2.05591, 1.00792, -0.44454], [0.29912, -1.46188, 1.02178], [-0.24002, 0.08427, 1.73469], [-0.80392, -1.04308, -1.24679]],
  "e_tot_ev": -30920.5466,
  "e_lumo_ev": 0.73,
  "smiles": "F[C@]1(Cl)C[C@H]1Cl",
  "orbital_gap_ha": 0.422,
  "relative_energy_kcal_mol": 17.7
}

No. 3
{
  "formula": "C3H3Cl2N5",
  "method": "ωB97M-V/def2-TZVPD",
  "symbols": ["C", "C", "C", "N", "N", "N", "N", "N", "Cl", "Cl", "H", "H", "H"],
  "xyz": [[1.07748, -1.29436, 0.62003], [0.32408, -0.83221, -0.73844], [0.36123, -2.05761, -1.32219], [1.53750, -2.47269, 0.83143], [0.74232, -3.15799, -1.01117], [1.43290, -3.51599, 0.10263], [-0.06612, 0.27406, -1.03464], [-2.94394, -0.21471, -0.18423], [-4.63831, 0.15474, -0.23644], [-2.53125, -1.69653, 0.71554], [1.19182, -0.39658, 1.33199], [-0.02959, 1.16872, -0.49914], [-2.73994, -0.22064, -1.12853]],
  "e_tot_ev": -35646.9087,
  "e_lumo_ev": -1.53,
  "orbital_gap_ha": 0.279
}

No. 4
{
  "formula": "C3H3Cl2NO",
  "method": "ωB97M-V/def2-TZVPD",
  "symbols": ["O", "C", "C", "Cl", "Cl", "C", "N", "H", "H", "H"],
  "xyz": [[-2.40752, -1.77611, 0.83942], [-3.17686, -0.94686, 0.58528], [-3.93461, -0.01856, 0.15420], [-3.87408, 1.67596, 0.63458], [-5.19021, -0.48484, -0.92362], [0.34208, -0.41290, -0.62837], [-0.34333, 0.20165, 0.23161], [-0.12896, -0.91591, -1.46887], [1.41958, -0.70302, -0.41162], [0.32030, 0.48123, 1.00196]],
  "e_tot_ev": -31739.3371,
  "e_lumo_ev": -0.11,
  "smiles": "O=C=C(Cl)Cl.C=N",
  "orbital_gap_ha": 0.325,
  "relative_energy_kcal_mol": 54.5
}